153
Properties=species:S:1:pos:R:3:forces:R:3:lowdin_charge:R:1 method="wB97M-V/def2-TZVPD" gap_ev=5.62 total_energy_ev=-112394.105
C -8.109 -0.414 5.452 0.33 0.30 -0.27 0.043
C -7.594 -1.407 4.693 -0.68 -0.35 0.52 -0.271
Si -8.063 -1.289 2.919 0.23 -0.56 1.11 0.522
C -6.916 -0.075 2.010 -0.46 0.03 0.01 -0.249
C -5.516 -0.394 2.409 0.18 -0.05 -0.25 -0.336
N -4.827 -1.345 1.946 0.22 -0.13 -0.03 0.107
O -9.672 -0.738 2.878 0.41 0.35 -0.95 -0.329
Si -10.314 -0.034 1.552 -0.38 0.09 0.10 0.661
C -11.255 1.520 2.206 0.00 0.07 0.56 -0.636
F -12.011 1.169 3.294 0.06 0.21 -0.49 0.050
F -10.397 2.482 2.664 -0.34 -0.18 -0.29 0.054
F -12.092 2.112 1.316 0.33 -0.15 0.32 0.071
B -7.877 -3.169 2.210 0.43 -0.21 -0.27 -0.638
N -7.905 -3.472 0.821 -0.19 0.77 0.37 0.169
O -7.702 -4.210 3.087 -0.65 -0.50 -0.33 0.097
H -9.100 -0.446 5.918 -0.40 0.26 -0.32 0.078
H -7.608 0.554 5.593 0.16 0.10 0.54 0.080
H -6.981 -2.231 5.016 0.63 -0.10 -0.52 0.076
H -7.184 0.952 2.237 0.00 0.32 0.05 0.074
H -6.973 -0.207 0.933 -0.20 0.00 -0.27 0.071
H -5.029 0.248 3.130 -0.01 0.17 0.36 0.099
H -5.362 -1.877 1.256 0.05 -0.08 -0.08 0.043
H -9.336 0.453 0.565 0.06 0.00 0.02 0.013
H -11.323 -0.858 0.881 -0.09 -0.04 0.12 -0.013
H -7.907 -2.666 0.215 -0.15 -0.08 -0.29 0.059
H -8.607 -4.138 0.533 0.27 -0.40 -0.21 0.072
H -8.288 -4.160 3.843 0.25 0.28 0.55 0.082
O -4.530 -0.007 -1.668 -0.24 -0.07 -0.07 0.080
C -3.356 0.120 -1.444 0.07 0.13 0.32 -0.543
O -2.512 -0.845 -1.820 0.00 -0.16 -0.16 0.008
C -1.085 -0.701 -1.735 0.19 -0.04 0.10 -0.233
C -0.539 -1.053 -0.369 -0.15 0.02 0.08 -0.050
C -2.831 1.317 -0.683 0.16 0.18 -0.25 0.014
H -0.779 0.290 -2.056 -0.02 0.03 -0.02 0.080
H -0.692 -1.398 -2.472 -0.09 -0.02 -0.08 0.123
H -0.909 -0.383 0.408 0.03 0.05 -0.01 0.073
H 0.549 -0.990 -0.386 0.01 -0.02 0.02 0.068
H -0.824 -2.064 -0.080 0.03 -0.03 -0.04 0.088
H -2.967 1.128 0.381 -0.01 -0.03 0.02 0.088
H -3.422 2.183 -0.968 -0.13 -0.05 0.08 0.087
H -1.786 1.546 -0.876 0.01 -0.07 0.09 0.068
O 1.793 -3.082 2.945 -0.19 -0.15 0.05 0.113
C 2.659 -2.307 2.664 0.33 -0.02 -0.04 -0.532
O 2.406 -1.354 1.747 -0.26 0.11 0.00 -0.010
C 3.312 -0.288 1.452 0.20 0.05 -0.16 -0.232
C 4.367 -0.706 0.449 0.03 -0.13 0.00 -0.057
C 4.047 -2.415 3.259 -0.03 0.28 0.21 0.010
H 3.745 0.116 2.368 0.02 -0.03 0.00 0.114
H 2.687 0.496 1.027 -0.06 -0.01 0.03 0.116
H 4.998 -1.506 0.838 0.02 0.04 0.03 0.070
H 5.000 0.141 0.188 0.01 0.07 0.00 0.060
H 3.890 -1.076 -0.459 -0.04 0.02 -0.01 0.083
H 4.604 -3.162 2.697 0.01 -0.02 -0.02 0.094
H 3.946 -2.752 4.287 -0.04 -0.14 -0.04 0.089
H 4.608 -1.484 3.263 0.03 -0.04 -0.10 0.066
O -9.259 2.360 8.591 0.21 -0.10 0.11 0.103
C -10.265 2.702 8.038 -0.06 0.12 -0.29 -0.535
O -11.360 1.928 8.156 -0.06 -0.06 0.25 -0.002
C -12.642 2.311 7.651 -0.14 0.00 -0.19 -0.235
C -12.774 1.978 6.181 0.10 0.01 -0.03 -0.071
C -10.310 3.932 7.159 -0.18 0.18 0.22 0.014
H -12.843 3.363 7.859 0.05 0.01 -0.01 0.112
H -13.356 1.734 8.235 0.05 -0.05 0.06 0.122
H -12.052 2.529 5.581 -0.04 0.05 -0.02 0.059
H -13.773 2.214 5.814 -0.02 0.00 0.02 0.086
H -12.586 0.917 6.021 -0.04 -0.03 0.01 0.083
H -9.921 3.668 6.176 0.00 -0.01 -0.03 0.092
H -9.662 4.685 7.601 0.13 -0.07 -0.03 0.091
H -11.299 4.367 7.042 0.00 -0.07 -0.09 0.068
O -11.048 -3.473 -0.158 0.20 -0.02 0.12 0.092
C -12.073 -3.264 -0.747 0.05 0.10 -0.29 -0.530
O -13.058 -4.170 -0.661 -0.08 -0.10 0.19 0.007
C -14.365 -3.954 -1.198 -0.15 0.01 -0.14 -0.235
C -14.442 -4.307 -2.669 0.13 0.01 -0.03 -0.063
C -12.240 -2.050 -1.632 -0.30 0.14 0.14 0.012
H -14.697 -2.934 -0.999 0.03 0.02 -0.02 0.113
H -15.012 -4.613 -0.624 0.04 -0.03 0.05 0.123
H -13.789 -3.675 -3.271 -0.04 0.05 0.00 0.068
H -15.462 -4.191 -3.034 -0.02 0.00 0.01 0.082
H -14.131 -5.340 -2.822 -0.04 -0.03 0.02 0.084
H -11.784 -2.255 -2.599 0.02 -0.04 -0.01 0.100
H -11.719 -1.220 -1.168 0.18 -0.03 -0.05 0.052
H -13.270 -1.738 -1.787 0.00 -0.11 -0.08 0.073
O 5.174 2.808 0.132 -0.22 0.00 -0.07 0.090
C 6.311 2.976 0.482 0.05 0.08 0.28 -0.526
O 7.209 2.024 0.199 0.05 -0.13 -0.21 0.004
C 8.614 2.170 0.442 0.24 -0.01 0.08 -0.220
C 8.989 1.814 1.861 -0.25 0.25 0.19 -0.063
C 6.723 4.184 1.290 0.16 0.15 -0.27 0.017
H 8.945 3.171 0.158 -0.05 0.02 0.02 0.112
H 9.087 1.473 -0.247 -0.07 -0.05 -0.03 0.123
H 8.517 2.484 2.584 0.06 0.08 -0.06 0.072
H 10.069 1.870 1.992 0.03 -0.06 -0.02 0.080
H 8.667 0.803 2.084 0.05 -0.14 -0.03 0.062
H 6.481 3.998 2.335 -0.01 -0.01 0.03 0.097
H 6.143 5.036 0.943 -0.13 -0.05 0.06 0.091
H 7.776 4.439 1.211 0.01 -0.07 0.09 0.069
O 9.708 -1.263 1.640 -0.14 -0.03 -0.16 0.089
C 10.686 -1.493 2.299 0.19 -0.29 -0.03 -0.529
O 11.612 -0.528 2.423 -0.10 0.28 0.09 -0.009
C 12.755 -0.644 3.284 0.22 -0.14 0.02 -0.223
C 13.872 -1.399 2.601 -0.07 -0.04 0.01 -0.053
C 10.929 -2.850 2.914 -0.09 0.11 0.32 0.022
H 12.475 -1.082 4.243 -0.06 -0.04 -0.03 0.114
H 13.057 0.382 3.484 -0.06 0.05 -0.05 0.123
H 13.586 -2.423 2.364 0.02 -0.02 0.03 0.077
H 14.762 -1.430 3.229 0.01 0.02 0.01 0.091
H 14.131 -0.912 1.664 0.08 0.05 0.02 0.065
H 11.352 -3.502 2.151 0.02 -0.01 -0.02 0.096
H 9.971 -3.255 3.229 -0.05 -0.02 -0.14 0.093
H 11.591 -2.841 3.776 0.08 -0.01 -0.08 0.072
O 1.180 1.099 -3.040 -0.10 -0.07 -0.02 0.095
C 2.093 1.875 -3.150 0.26 -0.17 0.10 -0.515
O 2.000 2.843 -4.072 -0.20 0.18 -0.07 0.004
C 2.965 3.897 -4.189 0.23 0.11 -0.07 -0.225
C 4.148 3.474 -5.032 -0.10 -0.16 0.24 -0.057
C 3.348 1.744 -2.321 -0.11 0.29 0.14 0.015
H 3.253 4.264 -3.202 -0.01 -0.07 0.01 0.112
H 2.429 4.707 -4.681 -0.08 -0.03 -0.01 0.122
H 4.692 2.649 -4.569 0.04 0.07 0.07 0.076
H 4.839 4.306 -5.170 -0.01 0.02 -0.03 0.088
H 3.819 3.138 -6.011 0.04 0.13 0.08 0.042
H 3.998 1.000 -2.780 0.00 -0.03 -0.02 0.102
H 3.068 1.399 -1.330 -0.02 -0.13 -0.03 0.072
H 3.905 2.667 -2.194 0.07 -0.06 -0.05 0.058
O 4.431 2.894 -8.001 0.17 0.03 -0.24 0.090
C 3.746 2.157 -8.654 -0.28 -0.06 0.11 -0.517
O 3.743 2.297 -9.990 0.18 0.03 -0.13 0.005
C 3.077 1.384 -10.867 -0.16 -0.08 -0.10 -0.237
C 1.609 1.718 -11.030 -0.01 0.08 0.11 -0.063
C 2.837 1.138 -8.003 0.20 -0.25 -0.11 0.019
H 3.234 0.355 -10.541 -0.02 0.01 0.03 0.112
H 3.591 1.494 -11.820 0.06 0.05 0.01 0.122
H 1.069 1.635 -10.086 0.00 -0.07 0.00 0.069
H 1.145 1.045 -11.750 0.01 -0.01 -0.02 0.082
H 1.495 2.742 -11.384 0.01 0.00 -0.05 0.084
H 1.921 1.638 -7.692 -0.02 0.01 0.02 0.101
H 3.337 0.753 -7.118 -0.02 0.12 0.08 0.092
H 2.582 0.293 -8.636 -0.09 0.06 -0.02 0.069
O 15.356 -1.966 -0.254 0.19 -0.06 0.07 0.098
C 14.380 -1.712 -0.901 -0.04 0.12 -0.23 -0.546
O 13.398 -2.630 -0.969 -0.08 -0.10 0.18 -0.004
C 12.122 -2.365 -1.563 -0.13 0.04 -0.15 -0.236
C 12.139 -2.564 -3.063 0.13 0.00 -0.02 -0.060
C 14.249 -0.418 -1.672 -0.23 0.11 0.19 0.017
H 11.766 -1.374 -1.278 0.02 0.01 0.00 0.112
H 11.448 -3.084 -1.101 0.03 -0.03 0.05 0.122
H 12.819 -1.869 -3.555 -0.04 0.05 0.00 0.069
H 11.141 -2.416 -3.476 -0.02 -0.01 0.01 0.084
H 12.470 -3.573 -3.304 -0.04 -0.03 0.01 0.085
H 14.775 -0.527 -2.619 0.02 0.00 -0.02 0.097
H 14.730 0.368 -1.095 0.14 -0.05 -0.02 0.091
H 13.225 -0.113 -1.868 0.02 -0.06 -0.09 0.069